{"formula": "C4H7N2O", "method": "ωB97M-V/def2-TZVPD", "de_lowest_kj_mol": 329.84, "multiplicity": 3, "gap_ev": [8.474, 7.044], "charge": 1, "elements": ["C", "C", "C", "C", "N", "N", "O", "H", "H", "H", "H", "H", "H", "H"], "positions_angstrom": [[1.3490, -0.8436, 1.6527], [0.0957, 0.2871, 0.3303], [-0.5796, 0.3389, -1.8832], [-0.4289, 1.2272, -0.6672], [1.3691, 0.0981, 0.7531], [0.0963, -1.2192, 1.9190], [-0.6798, -0.5795, 0.9755], [2.2004, -1.2616, 1.9807], [0.4019, 0.0460, -2.1198], [-1.0683, 0.8391, -2.6358], [-1.1237, -0.4679, -1.5446], [-1.4332, 1.4896, -0.2521], [0.1841, 2.0229, -0.8777], [-0.3831, -1.9772, 2.3692]]}

---

{"formula": "C4H7N2O4PS", "method": "ωB97M-V/def2-TZVPD", "de_lowest_kj_mol": 378.25, "gap_ev": [6.896, 4.950], "charge": -2, "elements": ["C", "C", "C", "C", "N", "N", "O", "O", "O", "O", "P", "S", "H", "H", "H", "H", "H", "H", "H"], "positions_angstrom": [[0.0229, 1.6456, -1.6378], [2.1698, 0.2671, 1.7048], [1.3365, 1.0703, -0.7807], [0.9993, 0.3991, 0.5749], [-4.1629, -0.6046, 0.2700], [0.4914, -0.8554, 0.3051], [-1.0722, 1.1978, -1.2219], [2.0537, -0.8921, 2.1482], [0.2768, 2.4626, -2.5104], [2.8016, 1.2483, 1.9635], [-1.5423, -2.5025, -0.7628], [-1.1391, -0.6957, 0.1981], [1.7076, 0.3546, -1.5308], [2.1004, 1.8869, -0.6574], [0.2351, 1.0336, 1.0412], [-3.6526, -1.4481, 0.4888], [1.0523, -1.5017, 1.0179], [-0.3029, -3.0858, -0.7988], [-3.3756, 0.0199, 0.1882]]}